#P
{
  "formula": "C4H9N2S2",
  "method": "ωB97M-V with the def2-TZVPD basis set",
  "charge": 1,
  "multiplicity": 1,
  "species": ["C", "C", "C", "C", "N", "N", "S", "S", "H", "H", "H", "H", "H", "H", "H", "H", "H"],
  "xyz": [[1.569, -0.519, 0.882], [-0.039, -0.103, -0.716], [-2.265, 0.548, -0.459], [-1.001, 0.666, -1.417], [0.690, 0.276, 0.300], [1.816, -0.100, 2.170], [2.241, -2.047, 0.492], [1.801, -2.702, -1.283], [0.100, -1.177, -1.012], [-2.789, 1.443, -0.606], [-1.936, 0.605, 0.569], [-2.837, -0.392, -0.557], [-0.621, 1.718, -1.426], [-1.448, 0.367, -2.450], [0.579, 1.198, 0.589], [1.649, 0.881, 2.294], [2.489, -0.662, 2.629]]
}

---

#Q
{
  "formula": "C4H9N2S2",
  "method": "ωB97M-V with the def2-TZVPD basis set",
  "charge": 1,
  "multiplicity": 1,
  "species": ["C", "C", "C", "C", "N", "N", "S", "S", "H", "H", "H", "H", "H", "H", "H", "H", "H"],
  "xyz": [[-1.516, -0.169, -0.921], [-0.917, -2.555, -0.713], [-1.825, 0.749, -2.078], [3.389, -0.936, -0.279], [-1.507, 0.380, 0.297], [-1.262, -1.462, -1.147], [-0.464, -3.989, -0.404], [1.779, -0.708, -1.238], [-1.244, 1.687, -2.020], [-1.492, 0.183, -2.919], [-2.931, 0.626, -2.143], [3.945, 0.076, -0.356], [3.932, -1.717, -0.850], [3.169, -1.237, 0.785], [-1.729, 1.411, 0.510], [-1.616, -0.249, 1.183], [1.916, -0.295, -2.601]]
}

---

Energies relative to the minimum, kcal/mol: #P 19.8; #Q 0.0

---

#P
{
  "formula": "C2H4ClI",
  "method": "ωB97M-V with the def2-TZVPD basis set",
  "charge": 0,
  "multiplicity": 1,
  "species": ["C", "C", "Cl", "I", "H", "H", "H", "H"],
  "xyz": [[-0.110, -0.012, 0.519], [-1.188, -0.787, -0.111], [-1.121, -2.439, 0.040], [-3.020, 0.307, 0.022], [0.180, 0.984, 0.111], [0.678, -0.745, 0.709], [-0.490, 0.322, 1.424], [-0.212, -0.405, -2.245]]
}

---

#Q
{
  "formula": "C2H4ClI",
  "method": "ωB97M-V with the def2-TZVPD basis set",
  "smiles": "C[C@@H](Cl)I",
  "charge": 0,
  "multiplicity": 1,
  "species": ["C", "C", "Cl", "I", "H", "H", "H", "H"],
  "xyz": [[0.655, 0.380, 0.346], [-0.423, -0.340, -0.411], [-0.498, -2.154, 0.160], [-2.340, 0.546, 0.011], [1.351, 0.682, -0.520], [1.070, -0.089, 1.175], [0.381, 1.357, 0.795], [-0.196, -0.382, -1.555]]
}

---

Energies relative to the minimum, kcal/mol: #P 89.8; #Q 0.0

---

#P
{
  "formula": "C16H19N3O2",
  "method": "ωB97M-V with the def2-TZVPD basis set",
  "smiles": "O=C1N[C@H]2NCC[C@H](Nc3ccccc3)[C@@H]2[C@H]2OC=C[C@@H]12",
  "charge": 0,
  "multiplicity": 1,
  "species": ["O", "C", "N", "C", "N", "C", "C", "C", "N", "C", "C", "C", "C", "C", "C", "C", "C", "O", "C", "C", "C", "H", "H", "H", "H", "H", "H", "H", "H", "H", "H", "H", "H", "H", "H", "H", "H", "H", "H", "H"],
  "xyz": [[-3.525, -0.413, -2.786], [-2.576, -0.449, -2.044], [-2.722, -1.123, -0.881], [-1.759, -0.979, 0.122], [-1.976, -2.227, 0.885], [-1.048, -2.422, 2.006], [0.395, -2.461, 1.504], [0.677, -1.207, 0.672], [0.554, -0.051, 1.579], [1.184, 1.171, 1.520], [0.561, 2.290, 2.092], [1.221, 3.556, 2.040], [2.459, 3.669, 1.405], [3.003, 2.582, 0.735], [2.356, 1.375, 0.729], [-0.348, -1.060, -0.477], [-0.123, 0.118, -1.448], [1.057, -0.162, -2.259], [0.712, -0.282, -3.571], [-0.611, -0.040, -3.784], [-1.293, 0.297, -2.459], [-3.661, -1.380, -0.622], [-1.886, -0.060, 0.715], [-1.914, -3.032, 0.249], [-1.172, -1.623, 2.788], [-1.285, -3.360, 2.520], [1.061, -2.514, 2.324], [0.566, -3.383, 0.894], [1.709, -1.289, 0.288], [-0.293, -0.001, 2.130], [-0.414, 2.196, 2.557], [0.843, 4.435, 2.541], [3.033, 4.603, 1.479], [3.906, 2.690, 0.075], [2.781, 0.549, 0.124], [-0.280, -1.968, -1.081], [-0.003, 1.058, -0.941], [1.440, -0.452, -4.381], [-1.088, -0.005, -4.775], [-1.542, 1.351, -2.463]]
}

---

#Q
{
  "formula": "C16H19N3O2",
  "method": "ωB97M-V with the def2-TZVPD basis set",
  "smiles": "COc1ccc(/C=C/C(=O)NCCCn2ccnc2)cc1",
  "charge": 0,
  "multiplicity": 1,
  "species": ["C", "O", "C", "C", "C", "C", "C", "C", "C", "O", "N", "C", "C", "C", "N", "C", "C", "N", "C", "C", "C", "H", "H", "H", "H", "H", "H", "H", "H", "H", "H", "H", "H", "H", "H", "H", "H", "H", "H", "H"],
  "xyz": [[-3.048, -2.974, -6.281], [-1.764, -2.407, -6.379], [-1.260, -1.737, -5.312], [0.024, -1.207, -5.472], [0.625, -0.515, -4.449], [-0.026, -0.315, -3.225], [0.652, 0.421, -2.182], [0.175, 0.776, -0.982], [1.023, 1.531, -0.044], [2.178, 1.842, -0.270], [0.401, 1.869, 1.122], [1.072, 2.604, 2.164], [1.463, 1.725, 3.356], [0.239, 1.166, 4.091], [0.621, 0.460, 5.283], [1.077, -0.827, 5.357], [1.373, -1.049, 6.670], [1.116, 0.069, 7.398], [0.675, 0.949, 6.545], [-1.308, -0.847, -3.080], [-1.920, -1.548, -4.100], [-3.813, -2.210, -6.108], [-3.232, -3.455, -7.240], [-3.096, -3.724, -5.486], [0.524, -1.360, -6.416], [1.618, -0.114, -4.588], [1.668, 0.726, -2.401], [-0.828, 0.536, -0.659], [-0.556, 1.596, 1.271], [1.977, 3.014, 1.710], [0.433, 3.428, 2.500], [2.053, 2.322, 4.053], [2.086, 0.901, 3.003], [-0.427, 1.986, 4.378], [-0.309, 0.477, 3.440], [1.142, -1.457, 4.493], [1.750, -1.936, 7.137], [0.374, 1.948, 6.794], [-1.841, -0.719, -2.150], [-2.911, -1.944, -3.942]]
}

---

Energies relative to the minimum, kcal/mol: #P 13.3; #Q 0.0

---

#P
{
  "formula": "C2H4ClN",
  "method": "ωB97M-V with the def2-TZVPD basis set",
  "smiles": "Cl[C@@H]1CN1",
  "charge": 0,
  "multiplicity": 1,
  "species": ["Cl", "C", "C", "N", "H", "H", "H", "H"],
  "xyz": [[2.153, 0.119, 0.081], [0.591, -0.163, -0.437], [-0.772, 0.496, 0.124], [-0.382, -0.904, 0.318], [0.716, -0.332, -1.572], [-0.819, 1.252, 0.793], [-1.503, 0.683, -0.604], [0.016, -1.150, 1.298]]
}

---

#Q
{
  "formula": "C2H4ClN",
  "method": "ωB97M-V with the def2-TZVPD basis set",
  "smiles": "[H]/N=C(/C)Cl",
  "charge": 0,
  "multiplicity": 1,
  "species": ["H", "N", "C", "C", "Cl", "H", "H", "H"],
  "xyz": [[0.116, 1.949, -1.539], [0.410, 1.152, -1.016], [-0.124, 0.317, -0.296], [0.352, -0.721, 0.590], [-2.310, 0.447, -0.216], [0.903, -1.426, 0.127], [-0.365, -1.298, 0.967], [1.018, -0.421, 1.384]]
}

---

#R
{
  "formula": "C2H4ClN",
  "method": "ωB97M-V with the def2-TZVPD basis set",
  "charge": 0,
  "multiplicity": 1,
  "species": ["C", "C", "N", "Cl", "H", "H", "H", "H"],
  "xyz": [[-0.397, -0.255, -0.670], [0.669, 0.010, 0.216], [-0.097, 1.085, -0.165], [2.421, -0.074, -0.169], [-0.345, -0.519, -1.719], [-1.235, -0.798, -0.187], [-0.227, -0.649, 2.168], [-0.790, 1.201, 0.524]]
}

---

Energies relative to the minimum, kcal/mol: #P 15.1; #Q 0.0; #R 102.2

---

#P
{
  "formula": "C2H4ClN",
  "method": "ωB97M-V with the def2-TZVPD basis set",
  "charge": 0,
  "multiplicity": 1,
  "species": ["C", "C", "N", "Cl", "H", "H", "H", "H"],
  "xyz": [[-0.110, -0.574, 0.526], [-1.258, -0.669, -0.423], [-0.085, 0.109, -0.583], [-2.720, 0.323, 0.024], [2.671, 1.039, 1.138], [2.781, 0.100, 1.183], [-1.347, -1.397, -1.102], [0.067, 1.069, -0.763]]
}

---

#Q
{
  "formula": "C2H4ClN",
  "method": "ωB97M-V with the def2-TZVPD basis set",
  "charge": 0,
  "multiplicity": 1,
  "species": ["C", "C", "N", "Cl", "H", "H", "H", "H"],
  "xyz": [[1.497, 0.040, 0.299], [-1.320, 0.134, -0.130], [2.219, -0.844, -0.014], [-3.058, -0.177, -0.070], [-0.692, -0.391, 0.650], [-1.246, 1.099, 0.135], [-0.837, -0.201, -1.078], [2.493, -1.694, -0.474]]
}

---

Energies relative to the minimum, kcal/mol: #P 74.2; #Q 0.0

---

#P
{
  "formula": "C5H15N2O",
  "method": "ωB97M-V with the def2-TZVPD basis set",
  "charge": 1,
  "multiplicity": 1,
  "species": ["C", "C", "C", "C", "N", "C", "N", "H", "H", "H", "H", "H", "H", "H", "H", "H", "H", "H", "H", "H", "H", "H", "O"],
  "xyz": [[2.430, 2.123, 1.196], [1.696, 1.691, -0.073], [0.816, 0.461, 0.306], [0.410, -0.345, -0.964], [-0.829, 0.293, -1.493], [-2.004, -0.027, -1.016], [-2.193, -1.108, -0.278], [1.841, 1.896, 2.097], [3.299, 1.525, 1.467], [2.781, 3.154, 1.270], [1.060, 2.551, -0.324], [2.287, 1.461, -0.939], [-0.043, 0.825, 0.875], [1.382, -0.172, 0.995], [1.166, -0.181, -1.733], [0.378, -1.399, -0.736], [-0.646, 1.185, -1.928], [-2.895, 0.423, -1.468], [-1.396, -1.517, 0.216], [-3.118, -1.329, 0.059], [-0.217, -2.176, 2.347], [-0.621, -3.452, 1.786], [-0.502, -2.533, 1.501]]
}

---

#Q
{
  "formula": "C5H15N2O",
  "method": "ωB97M-V with the def2-TZVPD basis set",
  "charge": 1,
  "multiplicity": 1,
  "species": ["O", "C", "C", "N", "H", "H", "H", "H", "H", "C", "C", "C", "N", "H", "H", "H", "H", "H", "H", "H", "H", "H", "H"],
  "xyz": [[-0.869, -0.918, -0.712], [-1.731, -1.696, -0.339], [-1.615, -3.024, 0.350], [-2.449, -2.980, 1.557], [-2.815, -1.514, -0.559], [-1.988, -3.728, -0.394], [-0.538, -3.261, 0.466], [-2.725, -3.956, 1.825], [-1.847, -2.600, 2.363], [2.407, 1.088, -0.864], [1.430, 1.918, -0.047], [0.612, 2.826, -0.926], [0.423, 1.052, 0.659], [2.784, 0.251, -0.298], [1.866, 0.671, -1.750], [3.216, 1.742, -1.232], [1.914, 2.492, 0.788], [0.036, 2.276, -1.650], [1.355, 3.523, -1.430], [-0.037, 3.434, -0.242], [0.796, 0.463, 1.397], [-0.297, 1.599, 1.094], [0.072, 0.340, -0.055]]
}

---

Energies relative to the minimum, kcal/mol: #P 0.0; #Q 18.5